C5H8 as an isolated structure at a distorted geometry, computed with ωB97M-V/def2-TZVPD.

Structure (XYZ):
```
13
Properties=species:S:1:pos:R:3:forces:R:3
C -0.209 -0.554 0.910 -0.48 -0.08 -0.22
C -1.319 -0.112 -0.196 0.03 -1.03 1.15
C 1.140 -0.140 0.245 -0.15 -0.02 -0.09
C 0.787 0.763 -0.942 0.03 0.02 -0.10
C -0.489 1.002 -1.330 0.71 0.23 0.05
H -0.333 -0.062 1.887 -0.17 -0.08 -0.41
H -0.670 0.847 -0.052 -0.21 1.20 -0.93
H 1.603 1.190 -1.524 -0.06 -0.10 0.08
H 1.682 -1.020 -0.123 -0.12 0.09 0.05
H 1.820 0.383 0.932 -0.22 -0.20 -0.05
H -1.390 -0.935 -0.900 0.05 0.34 -0.11
H -2.320 0.264 0.047 0.39 -0.40 0.43
H -0.303 -1.628 1.047 0.19 0.02 0.15
```
Forces are in eV/Å.

Computed properties:
frontier orbital gap	0.34722	Ha
max |F|	1.5	eV/Å
LUMO level	0.877	eV
energy relative to the best compared isomer or geometry (same formula, charge and spin)	479.9	kJ/mol
net charge	0
energy	-195.109229	hartree


C5H8 as an isolated structure at a distorted geometry, computed with ωB97M-V/def2-TZVPD.

Structure (XYZ):
```
13
Properties=species:S:1:pos:R:3:forces:R:3
C -0.771 0.553 -0.479 -3.65 -1.11 1.94
C 0.377 0.437 0.513 2.63 1.88 0.32
C -0.698 -0.226 -1.779 0.86 0.57 0.60
C 0.664 -1.029 1.047 -0.10 1.94 -2.62
C -0.717 1.079 -1.876 -0.29 0.89 0.57
H -0.182 -1.370 1.521 -2.17 -0.68 1.32
H 0.860 -1.795 0.287 0.30 0.51 -0.17
H 1.315 0.941 -0.006 -1.42 -1.58 0.53
H 0.399 1.191 1.413 -0.97 -1.54 -1.36
H -0.771 2.117 -2.307 0.28 -1.73 -0.04
H -2.018 0.543 0.196 3.67 -0.01 -2.06
H 1.429 -0.987 1.748 1.57 -0.08 1.15
H -0.390 -1.236 -2.102 -0.70 0.95 -0.18
```
Forces are in eV/Å.

Computed properties:
frontier orbital gap	0.38253	Ha
max |F|	4.3	eV/Å
LUMO level	1.306	eV
energy relative to the best compared isomer or geometry (same formula, charge and spin)	379.6	kJ/mol
net charge	0
energy	-195.147455	hartree


The molecule C5H8 at a distorted geometry, computed with ωB97M-V/def2-TZVPD.

Structure (XYZ):
```
13
Properties=species:S:1:pos:R:3:forces:R:3
C 1.202 -1.721 0.438 0.47 -1.37 2.47
C 1.073 -0.816 -0.505 0.34 0.57 -1.28
C 0.561 0.612 -0.373 -1.50 -1.77 0.19
C -1.081 0.435 -0.037 3.87 1.83 -0.37
C -1.831 1.481 0.210 0.84 -0.03 -1.21
H 1.471 -2.811 0.192 -0.27 1.93 0.53
H -1.604 2.469 -0.127 0.27 0.56 0.17
H -2.744 1.278 0.635 -2.24 0.00 0.85
H 1.371 -1.074 -1.532 -0.44 -0.25 0.37
H 1.005 0.995 0.585 -0.39 0.39 -1.23
H 0.862 1.099 -1.367 -0.82 0.07 1.90
H -1.387 -0.516 0.299 -0.04 -1.14 0.08
H 1.102 -1.431 1.582 -0.09 -0.77 -2.48
```
Forces are in eV/Å.

Computed properties:
frontier orbital gap	0.39793	Ha
max |F|	4.3	eV/Å
LUMO level	1.243	eV
energy relative to the best compared isomer or geometry (same formula, charge and spin)	203.6	kJ/mol
net charge	0
energy	-195.214495	hartree


A 2-piece molecular cluster, C5H8 overall at a distorted geometry, computed with ωB97M-V/def2-TZVPD.

Structure (XYZ):
```
13
Properties=species:S:1:pos:R:3:forces:R:3
C -0.376 1.146 2.405 -0.37 -0.90 0.46
C 0.697 1.108 1.885 -0.16 0.79 -0.48
C -1.500 -0.807 -0.766 0.85 2.08 -1.07
C 1.088 -0.499 -1.029 0.21 -2.64 1.18
C -0.360 -0.179 -1.066 -0.52 2.50 0.46
H -1.288 0.863 2.860 -0.27 0.30 0.23
H 1.526 -0.967 -1.881 -0.16 -0.25 -1.18
H 1.454 1.348 1.198 0.83 -0.13 -0.09
H -2.416 -0.211 -0.877 0.31 -0.61 0.29
H 1.412 -1.192 -0.237 -0.78 -0.36 0.06
H -0.475 0.931 -1.202 -0.16 -1.06 -0.34
H 1.754 0.264 -0.788 0.53 2.16 0.01
H -1.516 -1.807 -0.501 -0.31 -1.88 0.48
```
Forces are in eV/Å.

Computed properties:
frontier orbital gap	0.39335	Ha
max |F|	2.9	eV/Å
LUMO level	1.136	eV
energy relative to the best compared isomer or geometry (same formula, charge and spin)	314.0	kJ/mol
net charge	0
energy	-195.172426	hartree


The molecule C5H8 at a distorted geometry, computed with ωB97M-V/def2-TZVPD.

Structure (XYZ):
```
13
Properties=species:S:1:pos:R:3:forces:R:3
C 0.523 -0.374 0.583 0.61 0.94 -0.13
C -0.986 -0.432 0.711 0.04 0.14 0.18
C 2.354 0.260 -1.123 -0.02 0.02 -0.16
C 1.303 -0.006 -0.396 -0.13 -0.03 -0.61
C -1.737 0.257 -0.437 0.06 0.02 -0.03
H 2.671 -0.462 -1.862 0.38 -0.16 0.18
H -1.344 -1.472 0.787 0.39 0.20 -0.06
H -1.444 1.308 -0.524 -0.01 -0.14 0.02
H 1.312 -0.227 1.347 -1.21 -1.33 1.01
H -1.271 0.018 1.668 0.05 0.06 -0.10
H 2.956 1.148 -0.960 -0.43 0.26 -0.50
H -1.531 -0.227 -1.398 0.04 0.07 0.17
H -2.822 0.223 -0.280 0.24 -0.05 0.04
```
Forces are in eV/Å.

Computed properties:
frontier orbital gap	0.35664	Ha
max |F|	2.1	eV/Å
LUMO level	0.966	eV
energy relative to the best compared isomer or geometry (same formula, charge and spin)	193.7	kJ/mol
net charge	0
energy	-195.218268	hartree


The molecule C5H8 at a distorted geometry, computed with ωB97M-V/def2-TZVPD.

Structure (XYZ):
```
13
Properties=species:S:1:pos:R:3:forces:R:3
C 0.553 0.208 -1.301 0.25 1.59 0.66
C 1.325 0.788 -0.034 -3.01 -1.43 1.69
C 0.971 -0.555 0.764 -0.43 0.79 -1.59
C -0.235 -0.594 -0.178 1.28 3.54 -0.88
C -1.624 -0.150 0.331 1.05 -2.05 -0.91
H -2.053 -1.044 0.838 0.04 0.86 -0.11
H 0.169 0.951 -2.060 -0.38 -0.85 1.11
H -1.489 0.666 0.971 -0.01 1.05 1.49
H 1.625 -1.358 0.552 0.97 -0.76 0.01
H 0.690 -0.503 1.783 0.09 0.14 1.21
H 1.076 1.746 0.601 -0.02 -1.68 -1.80
H -2.299 0.196 -0.435 -0.10 -0.21 -0.52
H 1.290 -0.351 -1.832 0.27 -0.98 -0.36
```
Forces are in eV/Å.

Computed properties:
frontier orbital gap (spin up / spin down)	0.30024 / 0.31583	Ha
max |F|	3.9	eV/Å
LUMO level (spin up / spin down)	0.506 / 0.641	eV
energy relative to the best compared isomer or geometry (same formula, charge and spin)	404.6	kJ/mol
net charge	0
energy	-195.137944	hartree


The molecule C5H8 at a distorted geometry, computed with ωB97M-V/def2-TZVPD.

Structure (XYZ):
```
13
Properties=species:S:1:pos:R:3:forces:R:3
C 0.315 -0.033 1.269 -1.16 -0.05 0.87
C -0.994 0.160 0.447 -3.11 0.87 -0.42
C 1.358 0.040 0.170 0.86 0.18 2.22
C 0.898 0.028 -1.040 -1.16 -0.30 -3.39
C -0.663 -0.206 -1.010 -0.67 0.57 -3.27
H 2.414 0.039 0.367 0.30 0.26 0.29
H 1.593 0.149 -1.979 -1.74 -0.50 1.84
H -2.028 -0.409 0.830 2.95 1.52 -0.77
H -1.278 0.455 -1.872 1.68 -1.26 2.48
H 0.339 0.750 2.106 0.45 -1.03 -1.30
H -1.262 1.298 0.289 0.51 -2.05 1.15
H 0.312 -1.036 1.787 0.11 0.88 -0.52
H -1.006 -1.235 -1.365 0.97 0.90 0.81
```
Forces are in eV/Å.

Computed properties:
frontier orbital gap	0.38410	Ha
max |F|	3.6	eV/Å
LUMO level	1.166	eV
energy relative to the best compared isomer or geometry (same formula, charge and spin)	125.8	kJ/mol
net charge	0
energy	-195.244136	hartree


The molecule C5H8Br2 at a distorted geometry, computed with ωB97M-V/def2-TZVPD.

Structure (XYZ):
```
15
Properties=species:S:1:pos:R:3:forces:R:3
Br 0.388 -1.408 2.954 -0.26 0.46 -0.15
Br 2.803 -1.508 0.573 0.76 -0.83 -0.21
C -1.240 -0.350 0.767 0.44 -1.01 -0.47
C 0.963 -0.296 -1.300 -0.72 -0.85 -0.46
C 1.707 -0.202 -0.079 -1.26 1.77 3.46
C -0.048 -0.071 1.678 0.01 -0.79 -2.02
C 1.054 0.731 1.024 0.61 -0.87 -0.13
H -2.077 -0.702 1.432 0.39 0.71 -1.22
H 0.517 1.415 0.378 0.08 0.88 0.39
H 0.138 -1.047 -1.363 -0.07 0.45 0.66
H 0.533 0.719 -1.454 0.50 -0.85 -1.00
H 1.722 1.223 1.770 -0.23 -0.46 -0.86
H -1.113 -1.084 -0.160 0.01 0.46 2.35
H 1.604 -0.834 -1.973 0.61 0.85 -1.39
H -1.340 0.537 0.108 -0.87 0.08 1.04
```
Forces are in eV/Å.

Computed properties:
frontier orbital gap (spin up / spin down)	0.28348 / 0.29097	Ha
max |F|	4.1	eV/Å
LUMO level (spin up / spin down)	-0.020 / 0.064	eV
energy relative to the best compared isomer or geometry (same formula, charge and spin)	336.4	kJ/mol
net charge	0
energy	-5343.195527	hartree


C5H8Br2O as an isolated structure at a distorted geometry, computed with ωB97M-V/def2-TZVPD.

Structure (XYZ):
```
16
Properties=species:S:1:pos:R:3:forces:R:3
Br 2.569 -0.317 -3.620 0.15 0.00 -0.41
Br 2.997 -0.423 -0.434 0.58 0.41 0.11
O -0.692 1.359 -1.222 0.03 1.85 -0.54
C -0.687 0.132 -1.516 -0.23 -0.95 -0.81
C -1.175 0.487 2.366 -1.64 3.10 -2.57
C 2.044 -1.134 -2.008 1.50 -0.19 1.49
C -1.445 0.280 0.847 -0.74 -1.31 0.51
C -0.342 0.492 -0.130 2.05 -0.68 1.18
H 1.038 -0.829 -1.775 -0.32 -0.99 -0.39
H -1.721 -0.804 0.738 -0.20 0.86 -0.09
H -0.919 -0.393 2.791 1.59 -2.67 1.35
H 2.440 -2.156 -1.852 -1.24 0.39 -1.00
H -2.300 0.883 0.472 0.43 -0.38 0.44
H -2.189 0.671 2.799 1.07 0.69 0.02
H 0.781 0.462 0.129 -2.15 0.38 -0.17
H -0.402 1.291 2.414 -0.87 -0.52 0.85
```
Forces are in eV/Å.

Computed properties:
frontier orbital gap	0.36826	Ha
max |F|	4.3	eV/Å
LUMO level	0.443	eV
energy relative to the best compared isomer or geometry (same formula, charge and spin)	384.8	kJ/mol
net charge	0
energy	-5418.413829	hartree


The molecule C5H8BrNO4 at a distorted geometry, computed with ωB97M-V/def2-TZVPD.

Structure (XYZ):
```
19
Properties=species:S:1:pos:R:3:forces:R:3
Br 3.287 3.229 0.924 -1.01 -0.33 -0.59
O 0.672 0.193 0.633 -1.36 -0.91 0.99
O -0.143 -1.926 0.155 -1.21 1.36 0.45
O 2.683 0.467 1.786 -0.69 0.00 0.57
O 2.005 -1.433 -0.088 1.17 -1.02 -0.31
N 1.852 0.976 1.064 0.83 -1.32 -0.84
C -1.482 -1.256 0.176 0.99 0.75 -1.85
C 1.827 2.091 0.423 0.84 0.01 0.17
C -2.479 -2.142 -0.565 -0.89 -2.49 1.66
C 0.778 2.345 -0.595 0.21 -1.10 -0.44
C 0.917 -1.129 0.237 0.52 1.15 -0.24
H -3.482 -1.811 -0.309 -0.16 0.27 0.12
H -2.459 -2.144 -1.624 0.63 0.43 -1.05
H -0.192 2.263 -0.093 0.01 0.99 -0.53
H -1.757 -0.988 1.193 0.03 -0.38 0.05
H -2.540 -3.306 -0.315 0.73 2.53 0.03
H 1.122 3.181 -1.130 -0.61 2.10 -0.16
H 0.738 1.651 -1.466 0.35 -0.41 1.02
H -1.347 -0.262 -0.405 -0.39 -1.62 0.93
```
Forces are in eV/Å.

Computed properties:
frontier orbital gap (spin up / spin down)	0.35244 / 0.35242	Ha
max |F|	3.1	eV/Å
LUMO level (spin up / spin down)	0.501 / 0.501	eV
energy relative to the best compared isomer or geometry (same formula, charge and spin)	143.5	kJ/mol
net charge	0
energy	-3124.893857	hartree